*P*
# O2

The molecule O2 (ωB97M-V/def2-TZVPD, the OMol25 dataset).

Geometry as XYZ:
```
2
O2 ωB97M-V/def2-TZVPD
O 0.4572 0.2677 0.2944
O -0.4572 -0.2677 -0.2944
```

Its structure (SMILES) is O=O. Its HOMO energy is -10.07 eV.

=====

*Q*
# O2

The molecule O2 (ωB97M-V/def2-TZVPD, the OMol25 dataset).

Geometry as XYZ:
```
2
O2 ωB97M-V/def2-TZVPD
O 0.0000 0.0000 0.7618
O 0.0000 0.0000 -0.7618
```

Its structure (SMILES) is O=O. Its HOMO energy is -11.98 eV.

=====

Energy ordering: *P* at the bottom, the next structure 226.1 kJ/mol above.

=====

*P*
# C2H3NOPS

The ion C2H3NOPS with charge +1 (ωB97M-V/def2-TZVPD, the OMol25 dataset).

Geometry as XYZ:
```
9
C2H3NOPS ωB97M-V/def2-TZVPD
C -0.0030 -0.0695 0.0316
C -1.3572 0.3596 -0.0423
N 0.5008 -1.3068 0.4074
O 1.8147 -1.3642 0.3231
P 2.7934 -0.1673 -0.1236
S 1.2366 1.0744 -0.6085
H -1.4680 0.7375 -0.9890
H -1.5598 1.1733 0.7652
H -1.9575 -0.4369 0.2362
```

Its HOMO energy is -15.79 eV. Its total charge is +1.

=====

*Q*
# C2H3NOPS

A cluster of 2 separate species, C2H3NOPS in total (ωB97M-V/def2-TZVPD, the OMol25 dataset).

Geometry as XYZ:
```
9
C2H3NOPS ωB97M-V/def2-TZVPD
C 1.2778 0.7575 0.4264
C 0.1912 0.0440 -0.1571
N 1.8631 -1.1491 2.2427
O 3.0083 -0.8541 2.5422
P 4.2618 -0.1306 2.7156
S 2.4567 1.6412 0.8780
H -0.1128 0.4473 -1.1883
H -0.6181 0.3327 0.4907
H 0.1368 -1.0826 0.0171
```

Its HOMO energy (alpha / beta) is -13.06 / -13.05 eV. Its total charge is +1.

=====

Energy ordering: *P* at the bottom, the next structure 522.6 kJ/mol above.

=====

*P*
# C26H79N17O11

A cluster of 11 separate species, C26H79N17O11 in total (ωB97M-V/def2-TZVPD, the OMol25 dataset).

Geometry as XYZ:
```
133
C26H79N17O11 ωB97M-V/def2-TZVPD
C -4.6901 2.0975 -3.1963
O -4.1814 3.4004 -3.3683
C -5.0504 4.2658 -4.1108
C -4.3830 5.6644 -4.3771
C -4.2256 6.5237 -3.1279
N -5.1999 6.3399 -5.3534
H -3.8853 1.5299 -2.7273
H -5.0880 1.5757 -4.0683
H -5.4499 2.1425 -2.4106
H -5.2187 3.8347 -5.1018
H -6.0152 4.3724 -3.6104
H -3.3762 5.4031 -4.7153
H -5.0337 6.4295 -2.3975
H -4.4056 7.5717 -3.3741
H -3.3095 6.2782 -2.5939
H -5.4383 5.7437 -6.1349
H -4.6160 7.0929 -5.6952
C 1.1928 -1.8468 -1.9341
O 0.0842 -1.1624 -1.3255
C 0.3375 -1.0041 0.0827
C -0.5027 0.1954 0.5594
C -2.0629 -0.0381 0.3591
N -0.0072 1.3648 -0.1817
H 0.9815 -2.1484 -2.9611
H 1.4595 -2.7195 -1.3391
H 1.9960 -1.1249 -2.0941
H 0.2334 -1.8827 0.7215
H 1.3668 -0.6613 0.2143
H -0.2741 0.2856 1.6229
H -2.2933 0.0690 -0.7023
H -2.7220 0.6579 0.8776
H -2.3192 -1.0441 0.6899
H -0.5143 1.1404 -1.0343
H 0.9505 1.2203 -0.4955
C 4.9812 -1.2420 6.5390
O 3.8586 -0.6818 5.8530
C 3.9638 -0.5683 4.4514
C 2.8924 0.4171 3.9475
C 1.5607 -0.2515 3.8309
N 3.2042 1.1686 2.7286
H 4.7020 -1.4912 7.5627
H 5.7914 -0.5135 6.5933
H 5.3356 -2.2015 6.1558
H 4.9456 -0.2047 4.1212
H 4.0347 -1.5705 4.0187
H 2.8170 1.1811 4.7256
H 1.5117 -1.0891 3.1326
H 0.7619 0.4846 3.7253
H 1.2900 -0.7526 4.7636
H 2.3579 1.6918 2.5509
H 4.0387 1.7077 2.9159
C 8.1220 -2.7972 1.3648
O 7.2421 -2.7920 0.2250
C 6.6610 -1.5061 0.0110
C 5.3599 -1.3135 0.7574
C 4.1243 -2.0334 0.1908
N 5.0254 0.0936 0.6886
H 8.4458 -3.8370 1.3358
H 7.6624 -2.5603 2.3257
H 8.9893 -2.1472 1.2341
H 7.3252 -0.6595 0.2041
H 6.4362 -1.4298 -1.0560
H 5.5437 -1.6015 1.7975
H 4.3928 -3.0893 0.1345
H 3.8253 -1.5564 -0.7385
H 3.3561 -1.9306 0.9588
H 4.3474 0.2792 1.4293
H 5.8600 0.5211 1.0819
C -5.3511 -1.5208 1.4320
O -5.4376 -0.4205 2.3123
C -6.3440 0.6010 1.9259
C -6.3783 1.6086 3.0719
C -6.4691 1.0105 4.4329
N -7.5526 2.4737 2.9076
H -4.5090 -2.1912 1.6201
H -5.4516 -1.3508 0.3599
H -6.0619 -2.2922 1.7513
H -6.0073 0.8473 0.9172
H -7.3611 0.1961 1.9435
H -5.5213 2.2895 3.0759
H -6.7099 1.7441 5.2008
H -5.5717 0.4700 4.7371
H -7.2129 0.2103 4.4205
H -7.7200 2.7311 1.9465
H -7.6541 3.2370 3.5568
N -0.4640 4.4453 -0.0840
C -1.0869 4.4834 1.0874
N -1.3105 3.3021 1.6181
O -1.3660 5.5959 1.5561
H -0.2789 3.5404 -0.4875
H -0.2950 5.3279 -0.5346
H -1.8126 3.2599 2.4884
H -0.8289 2.5454 1.1418
N 3.0185 1.8952 -0.7738
C 3.4784 1.9663 -2.0490
N 4.3735 0.9989 -2.2664
O 3.1555 2.8013 -2.8619
H 3.4946 1.1853 -0.2244
H 2.4867 2.6421 -0.3578
H 4.5582 0.8415 -3.2480
H 4.5252 0.2475 -1.6134
N 2.0488 0.8453 -4.7579
C 2.6701 -0.2054 -5.3188
N 1.8196 -1.1804 -5.6355
O 3.8785 -0.2396 -5.5223
H 2.7039 1.5462 -4.4376
H 1.0645 0.8933 -4.5648
H 2.2090 -2.0961 -5.7924
H 0.8251 -1.0462 -5.6699
N -1.8058 -1.6797 -3.2897
C -2.8927 -2.3926 -3.1628
N -3.6850 -2.4061 -4.1925
O -3.1375 -3.0967 -2.1844
H -1.6607 -1.2895 -4.2052
H -1.1174 -1.7306 -2.5500
H -4.5406 -2.9329 -4.1455
H -3.3633 -1.9281 -5.0174
N 2.8572 -4.4124 3.8344
C 2.8579 -4.7726 2.5417
N 1.6841 -4.5833 1.9488
O 3.8421 -5.2133 1.9460
H 3.7347 -4.6011 4.2929
H 2.0257 -4.2428 4.3733
H 0.8922 -4.2647 2.4810
H 1.5606 -4.7699 0.9619
N -1.0241 -4.1764 0.0179
C -0.4993 -5.0852 -0.8219
N -1.2458 -5.1093 -1.9202
O 0.4467 -5.8287 -0.5798
H -0.8425 -4.1806 1.0068
H -1.8386 -3.6677 -0.2908
H -1.9158 -4.3561 -2.0093
H -0.9923 -5.8109 -2.5966
```

Its structure (SMILES) is COC[C@H](C)N.COC[C@H](C)N.COC[C@H](C)N.COC[C@H](C)N.COC[C@H](C)N.NC(N)=O.NC(N)=O.NC(N)=O.NC(N)=O.NC(N)=O.NC(N)=O. Its HOMO energy is -9.03 eV.

=====

*Q*
# C26H79N17O11

A structure of composition C26H79N17O11 (ωB97M-V/def2-TZVPD, the OMol25 dataset).

Geometry as XYZ:
```
133
C26H79N17O11 ωB97M-V/def2-TZVPD
C 16.5575 5.1394 1.3508
O 15.9109 4.8168 0.3496
N 17.8919 4.8915 1.4505
N 16.0919 5.8517 2.4165
H 18.2857 4.4276 0.6426
H 18.4009 5.4737 2.1010
H 16.7815 6.0423 3.1260
H 15.1676 6.2278 2.5071
C 19.6917 -0.5414 0.1568
O 19.7960 -1.6965 -0.2720
N 20.0071 -0.2435 1.4318
N 19.2548 0.5006 -0.5955
H 19.9827 0.6352 1.9042
H 20.3995 -1.1251 1.7530
H 19.1009 0.4090 -1.5809
H 19.0309 1.3748 -0.1518
C 25.2743 4.9837 -0.8070
O 26.2405 4.2986 -0.4950
N 24.9734 6.1233 -0.0921
N 24.3238 4.6640 -1.7396
H 24.1012 6.6023 -0.2428
H 25.6193 6.3659 0.6336
H 23.4932 5.2197 -1.6796
H 24.5377 3.8564 -2.2937
C 25.8343 8.2647 -2.4324
O 26.1222 9.1480 -1.6179
N 25.4035 8.5228 -3.6945
N 25.9478 6.9601 -2.1242
H 25.1342 9.4738 -3.8722
H 25.3408 7.8531 -4.4529
H 26.2541 6.6712 -1.2150
H 25.4868 6.2955 -2.7257
C 19.6299 4.4873 -5.5127
O 20.7126 4.9060 -5.9468
N 19.4061 3.2077 -5.1568
N 18.5500 5.3184 -5.4688
H 20.1433 2.5058 -5.1598
H 18.5017 3.0055 -4.7520
H 17.7117 4.9147 -5.0725
H 18.5383 6.2097 -5.9184
C 16.2553 4.1950 -2.9780
O 16.5001 3.6774 -4.0782
N 16.7832 5.3672 -2.5594
N 15.5227 3.5605 -2.0337
H 17.1933 6.0511 -3.1695
H 16.5894 5.6829 -1.6211
H 15.4355 2.5677 -2.1640
H 15.5593 3.9605 -1.0973
C 23.8322 10.6509 0.4468
C 22.3527 10.5290 0.1108
C 22.0364 9.0180 -0.0167
O 22.9499 8.3612 -0.8825
C 22.5389 8.5386 -2.2270
N 21.6077 11.1600 1.2349
H 24.5395 10.3755 -0.3363
H 24.0941 9.9270 1.2243
H 24.0963 11.6385 0.8280
H 22.0534 11.0219 -0.8192
H 20.9870 8.9441 -0.3175
H 22.2071 8.6324 0.9905
H 21.5205 8.1599 -2.3628
H 23.1524 7.9052 -2.8679
H 22.6246 9.5724 -2.5685
H 21.9545 12.1017 1.0951
H 20.6014 11.0749 1.1757
C 23.0940 -0.7697 -5.3803
C 22.7292 0.6492 -4.9876
C 23.5444 1.7669 -5.6235
O 24.9396 1.7540 -5.4741
C 25.4008 1.9428 -4.1538
N 21.2959 0.9426 -5.2663
H 24.0652 -1.0487 -4.9629
H 23.1944 -0.9063 -6.4597
H 22.3893 -1.5036 -4.9872
H 22.7888 0.7370 -3.8962
H 23.0732 2.7195 -5.3504
H 23.4454 1.6996 -6.7129
H 25.3947 1.0178 -3.5705
H 24.8034 2.6758 -3.6009
H 26.4153 2.3367 -4.1974
H 21.1335 0.3810 -6.1108
H 20.6989 0.3298 -4.7043
C 27.5927 4.2828 -7.4434
C 26.4991 5.2597 -7.0589
C 26.2469 5.1429 -5.5110
O 25.2830 6.0693 -5.0048
C 24.0514 6.0526 -5.7010
N 27.0432 6.6176 -7.3443
H 28.5335 4.4840 -6.9223
H 27.7288 4.3007 -8.5216
H 27.4176 3.2661 -7.0748
H 25.6250 5.1745 -7.6994
H 27.2163 5.3131 -5.0513
H 25.8436 4.1350 -5.3676
H 23.5149 5.1014 -5.7292
H 24.1239 6.3416 -6.7555
H 23.4332 6.8411 -5.2728
H 27.8257 6.8477 -6.7418
H 26.2628 7.2010 -7.0481
C 20.7340 4.4094 -0.3633
C 19.7763 4.1922 -1.5225
C 20.4520 3.5899 -2.7500
O 21.5136 4.4092 -3.1901
C 22.1685 3.9602 -4.3611
N 18.5802 3.3950 -1.1734
H 21.3759 5.2623 -0.6176
H 21.4702 3.6074 -0.2787
H 20.2411 4.6924 0.5601
H 19.3475 5.1612 -1.8058
H 19.6952 3.5058 -3.5398
H 20.7981 2.5665 -2.5546
H 21.4863 4.1960 -5.1836
H 22.4230 2.8952 -4.3629
H 23.1261 4.4631 -4.4934
H 18.6279 2.6208 -1.8258
H 17.6647 3.8110 -1.2598
C 18.2009 9.2375 4.4010
C 18.1249 8.1887 3.2389
C 19.2029 8.5178 2.2054
O 19.1010 9.7884 1.5951
C 17.8944 10.0454 0.9063
N 18.4957 6.9282 3.9155
H 19.1958 9.2981 4.8420
H 17.4083 9.0616 5.1311
H 17.9797 10.2634 4.0821
H 17.1011 8.3114 2.8974
H 19.0761 7.7568 1.4216
H 20.2014 8.4403 2.6314
H 17.0324 9.8416 1.5414
H 17.9245 9.4286 -0.0026
H 17.8713 11.0589 0.5088
H 19.3633 7.0742 4.4136
H 17.7689 6.7640 4.6038
```

Its HOMO energy is -8.14 eV.

=====

Energy ordering: *P* at the bottom, the next structure 310.7 kJ/mol above.

=====

*P*
# C5H6OS2

A structure of composition C5H6OS2 (ωB97M-V/def2-TZVPD, the OMol25 dataset).

Geometry as XYZ:
```
14
C5H6OS2 ωB97M-V/def2-TZVPD
C -0.1280 -0.7813 0.9659
C 0.7342 -1.1599 -0.2834
C 1.3476 0.1002 -0.7971
C 1.7234 1.2328 -1.2123
C -1.2442 -0.0572 0.2437
H 1.0556 0.7099 1.3571
H -0.6721 -1.5611 1.4314
H 1.3107 -2.2647 -0.0487
H -0.0009 -1.4419 -1.2693
H 2.1357 2.3228 -1.3512
H -2.6834 1.8825 -0.5613
O 0.4429 0.0233 1.8270
S -1.5984 1.7655 0.2954
S -2.4232 -0.7708 -0.5973
```

Its HOMO energy is -8.45 eV.

=====

*Q*
# C5H6OS2

A cluster of 2 separate species, C5H6OS2 in total (ωB97M-V/def2-TZVPD, the OMol25 dataset).

Geometry as XYZ:
```
14
C5H6OS2 ωB97M-V/def2-TZVPD
C -0.5895 1.7081 0.1364
C -0.6398 0.8041 -1.1125
C 0.2521 0.8063 0.8425
C 0.3026 -0.1609 -0.3146
C 0.1151 -1.6319 -0.2052
O 2.6588 -0.5097 0.6843
S -2.1987 0.9160 -0.2815
S 1.9397 0.5960 0.0942
H -0.6441 2.7655 0.2391
H -0.5613 1.3493 -2.0733
H -0.7916 -0.6999 2.4545
H -0.2629 -2.1119 -1.1572
H -0.6339 -1.6849 0.5791
H 1.0536 -2.1460 0.1142
```

Its HOMO energy (alpha / beta) is -9.31 / -8.94 eV.

=====

Energy ordering: *P* at the bottom, the next structure 287.9 kJ/mol above.

=====

*P*
# C5H6OS2

A cluster of 2 separate species, C5H6OS2 in total (ωB97M-V/def2-TZVPD, the OMol25 dataset).

Geometry as XYZ:
```
14
C5H6OS2 ωB97M-V/def2-TZVPD
C -0.0191 0.7556 -1.1212
C -0.9622 -0.3675 -1.5512
C 0.1213 -0.4049 0.8502
C -0.0964 -0.6952 2.2296
C 0.4492 0.7057 0.3751
H 2.2600 0.1901 -0.1968
H -0.2828 1.8352 -1.3892
H -1.9650 -0.1299 -1.3403
H -0.8920 -0.8298 -2.5586
H -0.5011 -1.6646 2.4327
H 0.9877 1.5971 0.9628
O 1.2298 0.5358 -1.8328
S -0.4883 -1.7513 -0.2863
S 0.1589 0.2237 3.4259
```

Its HOMO energy is -8.85 eV.

=====

*Q*
# C5H6OS2

A cluster of 2 separate species, C5H6OS2 in total (ωB97M-V/def2-TZVPD, the OMol25 dataset).

Geometry as XYZ:
```
14
C5H6OS2 ωB97M-V/def2-TZVPD
C 2.0902 0.9440 0.0379
C 1.4058 0.2402 1.1220
C 1.5290 0.4129 -1.1794
C 0.6547 -0.6894 0.4343
C -2.3163 -0.5032 0.5053
O 0.6947 -0.6305 -0.9447
S -2.7521 -1.2611 -0.7576
S -2.0801 1.1094 0.7272
H 2.8477 1.6857 0.2600
H 1.3518 0.3241 2.1189
H 1.8634 0.5797 -2.2250
H -0.2612 -1.5087 0.7101
H -2.6003 -2.6300 -0.4244
H -2.4272 1.9268 -0.3846
```

Its HOMO energy is -8.37 eV.

=====

*R*
# C5H6OS2

A cluster of 2 separate species, C5H6OS2 in total (ωB97M-V/def2-TZVPD, the OMol25 dataset).

Geometry as XYZ:
```
14
C5H6OS2 ωB97M-V/def2-TZVPD
C 0.4371 0.0971 -0.3694
C 0.3435 1.6502 -0.2593
C -1.6474 -0.0207 0.6053
C -0.3173 -0.3773 0.9274
C 0.9671 -1.1389 0.2424
H 0.3953 -2.2902 -2.1305
H 0.7440 2.2914 -1.1062
H 0.7597 1.9339 0.7996
H 0.0134 0.0455 1.9087
H 1.9869 -1.2961 0.7549
H 0.9787 -2.0675 -0.1154
O -2.8363 -0.2977 0.8039
S -0.2310 -0.2806 -2.0412
S -1.5939 1.7509 -0.0202
```

Its HOMO energy is -8.91 eV.

=====

*S*
# C5H6OS2

The molecule C5H6OS2 (ωB97M-V/def2-TZVPD, the OMol25 dataset).

Geometry as XYZ:
```
14
C5H6OS2 ωB97M-V/def2-TZVPD
S -3.2351 -0.4868 0.1311
C -1.7691 -0.0322 -0.0267
C -0.6413 -1.0206 -0.6161
C 0.4753 -0.1114 -0.2336
C 1.2835 -0.4433 1.0444
O 1.8485 -0.3546 -0.3715
C 0.2478 1.4052 -0.3267
S -1.3541 1.7080 0.1165
H -0.5422 -2.0157 -0.0869
H -0.5729 -0.9402 -1.7243
H 1.0625 -1.4596 1.4945
H 1.7246 0.2273 1.5942
H 0.5093 1.6295 -1.3294
H 0.9632 1.8944 0.3345
```

Its structure (SMILES) is S=C1C[C@]2(CO2)CS1. Its HOMO energy is -8.69 eV.

=====

Energy ordering: *S* at the bottom, the next structure 154.2 kJ/mol above.

=====

*P*
# C7H14O2

A cluster of 2 separate species, C7H14O2 in total (ωB97M-V/def2-TZVPD, the OMol25 dataset).

Geometry as XYZ:
```
23
C7H14O2 ωB97M-V/def2-TZVPD
C 2.6653 -0.9811 -0.6930
C 1.9263 0.2892 -0.2969
O 1.7170 1.1619 -1.4026
C 0.5503 0.0405 0.3456
C -0.4240 -0.7230 -0.7481
O 0.6509 -0.6829 1.4934
H 2.1928 -1.4481 -1.5549
H 3.6962 -0.7477 -0.9609
H 2.6668 -1.6711 0.1477
H 2.5069 0.8067 0.4817
H 2.5707 1.3390 -1.8122
H 0.1057 1.0361 0.5167
H -1.4092 -1.1181 -0.5059
H 0.1271 -1.6460 -0.9156
H -0.4485 -0.1163 -1.6483
H -0.4291 -0.6322 1.9444
C -1.9967 -0.2479 2.0710
C -2.3699 0.2850 1.0252
C -2.9139 1.2045 0.0447
H -2.2141 -0.5072 3.0813
H -2.1207 1.7715 -0.4427
H -3.5707 1.9201 0.5471
H -3.4793 0.6670 -0.7176
```

Its structure (SMILES) is C[C@@H](O)[C@@H](C)O.C#CC. Its HOMO energy is -9.10 eV.

=====

*Q*
# C7H14O2

A cluster of 3 separate species, C7H14O2 in total (ωB97M-V/def2-TZVPD, the OMol25 dataset).

Geometry as XYZ:
```
23
C7H14O2 ωB97M-V/def2-TZVPD
C -2.2591 -1.2220 -0.0811
C -1.8171 -0.3335 -0.9550
C -2.2504 1.0944 -0.9950
H -1.9394 -2.2521 -0.0952
H -2.9781 -0.9625 0.6792
H -1.0968 -0.6128 -1.7090
H -1.3756 1.7553 -0.9682
H -2.7762 1.2876 -1.9329
H -2.9157 1.3311 -0.1760
C 1.3599 -0.0218 2.0886
C 0.7859 0.6205 1.0942
C 1.4209 1.7112 0.2992
H 2.3726 0.1948 2.3932
H 0.8562 -0.7960 2.6404
H -0.2343 0.3837 0.8202
H 1.3946 1.4692 -0.7612
H 0.8719 2.6429 0.4396
H 2.4533 1.8670 0.6046
O 1.2315 -0.9064 -1.7371
C 1.8869 -1.3490 -0.8404
O 1.5103 -2.3026 -0.0128
H 2.9150 -1.0368 -0.6075
H 0.5837 -2.5620 -0.1876
```

Its structure (SMILES) is C=CC.C=CC.O=CO. Its HOMO energy is -9.55 eV.

=====

Energy ordering: *Q* at the bottom, the next structure 224.6 kJ/mol above.